ORCA calculation (ωB97M-V/def2-TZVPD) on C37H31AuO2P2 as an isolated structure at a distorted geometry.

```
73
Properties=species:S:1:pos:R:3:forces:R:3
Au -0.0358 0.0970 0.0493 -3.7 -3.3 -3.0
O 1.0860 -1.5792 -3.0810 -0.4 0.1 0.7
C 0.0993 -2.5402 -3.2954 0.3 -0.1 -0.1
C 0.2551 -3.2811 -4.4585 -0.1 -0.1 -0.1
C -0.6135 -4.3192 -4.7535 0.0 0.0 0.1
C -1.6325 -4.6293 -3.8675 0.0 0.0 0.0
C -1.7664 -3.9101 -2.6915 -0.1 -0.1 -0.1
C -0.9031 -2.8630 -2.3660 0.0 0.2 -0.3
P -1.0670 -1.9852 -0.7771 0.6 -0.3 0.2
C -0.1054 -3.0599 0.3665 0.1 -0.4 -0.2
C 0.0153 -2.7261 1.7158 -0.2 0.1 0.1
C 0.7701 -3.4999 2.5809 0.0 -0.1 -0.1
C 1.4283 -4.6298 2.1126 0.0 0.0 0.0
C 1.3220 -4.9749 0.7754 0.1 0.0 0.0
C 0.5633 -4.1956 -0.0881 0.0 0.0 -0.2
C -2.7795 -2.2477 -0.2399 -0.2 0.0 -0.2
C -3.7444 -1.3525 -0.7013 0.0 0.1 -0.1
C -5.0713 -1.4802 -0.3232 0.0 -0.1 0.0
C -5.4540 -2.5100 0.5259 0.0 0.0 0.0
C -4.5039 -3.4081 0.9906 0.0 0.1 0.0
C -3.1756 -3.2767 0.6099 0.0 -0.2 0.1
C 0.7518 -0.2368 -3.2117 0.1 -0.1 -0.1
C 0.0241 0.2001 -4.3031 -0.2 0.0 -0.1
C -0.2208 1.5571 -4.4718 0.0 0.0 0.1
C 0.2844 2.4682 -3.5585 0.1 0.1 -0.1
C 1.0175 2.0225 -2.4706 0.4 0.1 -0.5
C 1.2560 0.6664 -2.2651 0.7 0.3 0.0
P 2.1782 -0.0091 -0.8046 1.0 0.0 0.1
C 3.8381 -0.2606 -1.5165 0.2 0.1 0.1
C 4.4165 -1.5197 -1.3960 0.0 -0.1 0.0
C 5.6716 -1.7785 -1.9324 0.0 0.1 0.0
C 6.3602 -0.7745 -2.5958 0.0 0.0 0.0
C 5.7908 0.4871 -2.7230 0.0 0.0 0.0
C 4.5380 0.7401 -2.1885 0.0 0.1 0.0
C 2.3750 1.3243 0.4930 -0.1 1.3 0.3
C 3.5996 1.6074 1.0970 0.2 -0.3 -0.4
C 3.7251 2.5196 2.1406 -0.1 -0.1 0.1
C 2.6181 3.1856 2.6298 0.1 0.1 0.1
C 1.3714 2.9298 2.0784 0.3 -0.2 0.0
C 1.2419 2.0155 1.0489 1.2 0.8 -0.3
H 1.0672 -3.0391 -5.1318 0.0 0.1 0.1
H -0.4897 -4.8883 -5.6657 0.0 0.0 0.0
H -2.3152 -5.4412 -4.0823 0.0 0.0 0.0
H -2.5571 -4.1973 -2.0087 0.0 0.1 0.1
H -0.4735 -1.8460 2.1128 0.0 0.0 0.0
H 0.8519 -3.2124 3.6210 0.0 0.0 0.0
H 2.0246 -5.2316 2.7869 0.0 0.0 0.0
H 1.8368 -5.8494 0.3972 0.0 0.0 0.0
H 0.5148 -4.4867 -1.1304 -0.1 0.0 0.0
H -3.4617 -0.5397 -1.3624 0.1 0.0 0.0
H -5.8060 -0.7742 -0.6885 0.0 0.0 0.0
H -6.4893 -2.6109 0.8256 0.0 0.0 0.0
H -4.7953 -4.2131 1.6530 0.0 0.0 0.0
H -2.4549 -3.9943 0.9830 0.1 0.1 0.0
H -0.3417 -0.5072 -5.0367 0.0 -0.1 0.1
H -0.7904 1.9004 -5.3257 0.0 0.0 0.0
H 0.1091 3.5280 -3.6928 0.0 0.0 0.0
H 1.4134 2.7557 -1.7783 0.1 -0.1 0.1
H 3.8828 -2.3143 -0.8862 -0.1 0.1 0.0
H 6.1061 -2.7653 -1.8348 0.0 0.0 0.0
H 7.3372 -0.9742 -3.0176 0.0 0.0 0.0
H 6.3236 1.2730 -3.2435 0.0 0.0 0.0
H 4.1066 1.7290 -2.2993 -0.1 0.0 0.0
H 4.4955 1.0878 0.7736 0.0 0.0 -0.1
H 4.6994 2.6944 2.5790 0.0 0.0 0.0
H 2.7224 3.8881 3.4477 0.0 0.0 0.0
H 0.4916 3.4280 2.4647 0.0 0.0 0.0
H 0.2235 1.8297 0.6687 1.5 1.8 0.8
C -1.1413 1.7943 -0.7111 -1.6 0.3 -0.2
H -1.5798 1.5371 -1.6760 0.1 -0.1 0.1
H -0.4880 2.6480 -0.8322 0.0 0.0 0.1
H -1.9356 2.0475 -0.0031 0.1 -0.1 0.0
O -0.0206 0.1608 1.9778 -0.1 0.2 3.2
```
Positions in Å, forces in eV/Å.

Output
Relative energy (zero: lowest compared OMol25 entry of this formula, charge and spin), eV: 3.1245
Charge: 0
⟨S²⟩: 2.018
Orbital gap (alpha / beta), eV: 7.37 / 6.42
Spin multiplicity: 3
E_LUMO (alpha / beta), eV: 0.59 / -0.65



ORCA calculation (ωB97M-V/def2-TZVPD) on C37H32BrN3P2Pd as an isolated structure at a distorted geometry.

```
76
Properties=species:S:1:pos:R:3:forces:R:3
Pd 0.4636 -0.6048 -0.5944 1.1 1.8 -0.8
Br -4.2169 -6.1526 -1.8396 0.0 0.0 0.0
C -2.7124 -5.0271 -1.7725 0.0 0.0 0.0
C -1.9859 -4.7819 -2.9275 0.0 0.0 0.0
C -0.8806 -3.9457 -2.8755 0.0 0.0 0.0
C -0.5169 -3.3587 -1.6714 0.0 0.0 -0.1
C -1.2585 -3.5937 -0.5199 0.0 0.0 0.0
C -2.3483 -4.4424 -0.5641 0.0 0.0 0.0
N 0.5938 -2.4717 -1.5920 -0.3 -0.4 0.8
C 1.7098 -2.7491 -2.1380 0.0 0.1 -0.1
C 2.8067 -1.7841 -2.0237 0.0 0.0 0.1
C 4.0396 -1.9856 -2.6151 0.0 -0.1 0.0
C 5.0242 -1.0210 -2.4532 0.0 0.0 0.0
C 4.7394 0.1032 -1.6995 0.0 0.0 0.0
C 3.4798 0.2314 -1.1315 0.0 -0.1 0.0
N 2.5320 -0.6905 -1.2877 -0.1 0.2 -0.3
H -2.2843 -5.2373 -3.8615 0.0 0.0 0.0
H -0.3245 -3.7274 -3.7793 0.0 0.0 0.0
H -0.9668 -3.1215 0.4117 0.0 0.0 0.0
H -2.9197 -4.6507 0.3298 0.0 0.0 0.0
H 1.8676 -3.6891 -2.6627 0.0 0.0 -0.1
H 4.2218 -2.8849 -3.1886 0.0 0.0 0.0
H 5.9982 -1.1504 -2.9050 0.0 0.0 0.0
H 5.4772 0.8783 -1.5472 0.0 0.0 0.0
H 3.2256 1.0899 -0.5258 0.0 0.0 0.0
C -0.7289 2.9732 1.8819 -0.1 0.0 0.0
N -0.4068 1.7746 1.0944 0.2 0.3 -0.3
P 0.0468 0.2264 1.6918 -0.3 -0.7 0.3
C -1.3351 -0.3541 2.6951 0.0 0.1 0.1
C -1.1315 -1.5128 3.4512 -0.1 0.0 -0.1
C -2.1730 -2.0493 4.1897 0.0 0.0 0.0
C -3.4184 -1.4317 4.1881 0.0 0.0 0.0
C -3.6231 -0.2790 3.4450 0.0 0.0 0.0
C -2.5854 0.2586 2.6951 0.0 0.0 0.0
C 1.3823 0.4388 2.8812 0.1 0.0 -0.2
C 1.1520 0.9445 4.1624 0.0 0.0 0.0
C 2.2165 1.1193 5.0317 0.0 0.0 0.0
C 3.5043 0.7785 4.6360 0.0 0.0 0.0
C 3.7353 0.2510 3.3740 0.0 0.0 0.0
C 2.6747 0.0821 2.4960 0.0 0.0 0.1
P -0.0737 1.7000 -0.5433 -1.3 -1.4 0.4
C -1.3378 0.8727 -1.5311 0.0 0.0 0.0
C -1.2888 0.9815 -2.9361 0.0 0.0 0.0
C -2.0943 0.1812 -3.7175 0.0 0.0 0.0
C -2.9442 -0.7596 -3.1263 0.1 0.0 0.0
C -2.9896 -0.8922 -1.7533 0.0 0.0 0.0
C -2.1866 -0.0835 -0.9511 -0.1 0.0 0.2
C 0.0729 3.3261 -1.2496 0.9 0.0 0.1
C -1.0766 3.9897 -1.6840 -0.1 0.0 0.0
C -0.9644 5.2804 -2.1732 0.0 0.0 0.0
C 0.2791 5.8975 -2.2398 0.0 0.0 0.0
C 1.4234 5.2345 -1.8136 0.0 0.0 0.0
C 1.3238 3.9476 -1.3150 -0.1 0.0 0.0
H -0.1614 2.9538 2.8105 0.0 0.0 0.0
H -1.7917 3.0317 2.1114 0.0 0.0 0.0
H -0.4405 3.8626 1.3231 0.0 0.0 0.0
H -0.1575 -1.9885 3.4697 0.0 0.0 0.0
H -2.0117 -2.9438 4.7762 0.0 0.0 0.0
H -4.2273 -1.8457 4.7751 0.0 0.0 0.0
H -4.5884 0.2093 3.4543 0.0 0.0 0.0
H -2.7578 1.1636 2.1235 0.0 -0.1 0.0
H 0.1453 1.1785 4.4864 0.0 0.0 0.0
H 2.0416 1.5119 6.0243 0.0 0.0 0.0
H 4.3286 0.9097 5.3244 0.0 0.0 0.0
H 4.7361 -0.0396 3.0830 0.0 0.0 0.0
H 2.8378 -0.3603 1.5237 0.0 0.0 -0.1
H -0.6354 1.7092 -3.4016 0.0 0.0 0.0
H -2.0714 0.2897 -4.7937 0.0 0.0 0.0
H -3.5761 -1.3802 -3.7479 0.0 0.0 0.0
H -3.6513 -1.6148 -1.2953 0.0 0.0 0.0
H -2.2985 -0.1424 0.1244 0.0 0.0 0.0
H -2.0442 3.5062 -1.6388 0.0 0.0 0.0
H -1.8502 5.8048 -2.5049 0.0 0.0 0.0
H 0.3567 6.9039 -2.6290 0.0 0.0 0.0
H 2.3872 5.7214 -1.8709 0.0 0.0 0.0
H 2.2124 3.4302 -0.9736 0.0 0.0 0.0
```
Positions in Å, forces in eV/Å.

Output
Relative energy (zero: lowest compared OMol25 entry of this formula, charge and spin), eV: 1.8542
Charge: +2
Orbital gap (alpha / beta), eV: 6.15 / 5.84
Spin multiplicity: 1
E_LUMO (alpha / beta), eV: -7.07 / -7.47



ORCA calculation (ωB97M-V/def2-TZVPD) on C37H32ClCoO2P2 as an isolated structure at a distorted geometry.

```
75
Properties=species:S:1:pos:R:3:forces:R:3
Co -0.1663 -0.0522 -0.5265 -1.4 3.1 3.8
Cl -1.9880 1.2535 -0.1882 0.3 -0.6 -0.3
C -0.9861 -1.6512 -0.1189 -2.1 -4.9 2.3
O -1.5418 -2.5316 0.3714 1.7 2.8 -1.9
P -0.6690 -0.2039 -2.6579 -1.1 -0.1 -4.6
C 0.4599 -1.1163 -3.7934 0.6 -0.3 0.0
C -2.2673 -1.1009 -3.0254 0.9 -1.3 0.5
C -0.9724 1.3504 -3.5924 -0.1 0.6 0.6
C -3.4677 -0.3517 -3.1292 -0.8 0.8 0.0
C -4.7003 -0.9748 -3.3479 -0.8 -1.4 -0.3
C -4.7658 -2.3751 -3.4379 -1.3 2.2 0.0
C -3.5934 -3.1282 -3.3055 1.0 -0.3 0.2
C -2.3512 -2.4914 -3.0910 0.4 0.6 -0.1
H -3.4403 0.7366 -3.0463 0.1 -0.3 0.1
H -5.6013 -0.3612 -3.4598 0.4 -0.3 0.1
H -5.7307 -2.8578 -3.6012 0.3 0.1 0.0
H -3.6491 -4.2145 -3.3672 0.1 0.2 0.0
H -1.4564 -3.1057 -3.0005 -0.1 0.2 -0.1
C 1.3803 -2.0052 -3.2135 0.0 0.0 -0.6
C 2.2881 -2.7109 -4.0058 -0.1 0.0 -0.2
C 2.3007 -2.5445 -5.3999 -0.2 0.1 0.5
C 1.3988 -1.6616 -5.9941 -0.3 0.2 0.6
C 0.4864 -0.9508 -5.1943 0.0 0.0 -0.2
H 1.4003 -2.1339 -2.1396 0.1 -0.1 0.0
H 2.9812 -3.4000 -3.5253 -0.1 0.2 -0.2
H 3.0082 -3.1011 -6.0106 -0.1 0.1 0.1
H 1.3933 -1.5083 -7.0754 0.0 -0.1 0.4
H -0.1931 -0.2596 -5.7029 0.4 -0.4 0.3
C -1.6063 1.3953 -4.8491 0.0 0.6 -0.2
C -1.7661 2.6171 -5.5231 0.1 0.0 0.4
C -1.3468 3.8142 -4.9213 0.1 -0.4 0.1
C -0.7639 3.7819 -3.6484 0.0 -0.4 -0.1
C -0.5770 2.5583 -2.9922 -0.2 0.0 -0.4
H -1.9745 0.4980 -5.3398 0.1 0.1 0.1
H -2.2200 2.6328 -6.5184 0.1 0.0 0.4
H -1.4710 4.7685 -5.4379 0.0 -0.4 0.1
H -0.4367 4.6970 -3.1554 -0.1 -0.2 -0.2
H -0.1622 2.5518 -1.9878 0.0 0.1 -0.2
H 1.0609 -0.7272 -0.8994 1.2 0.2 -0.6
H 0.7732 0.9417 -1.0726 1.2 -0.7 -0.6
O 0.5973 0.1357 1.2800 1.2 -0.3 0.0
P 1.0996 0.2500 2.7445 0.4 1.1 0.8
C 0.7408 1.9988 3.0701 0.2 -0.1 -0.2
C 1.7420 2.9342 3.4518 -1.4 -0.2 0.4
C 1.3281 4.2375 3.7629 -0.3 -0.9 -0.6
C -0.0027 4.6176 3.5624 0.0 -0.2 0.0
C -0.9319 3.7030 3.0553 0.7 -0.2 0.0
C -0.5740 2.3886 2.7894 1.5 1.2 0.9
C 0.2530 -1.1036 3.5347 0.0 -1.0 -0.2
C 0.9500 -2.1112 4.2688 -1.2 0.9 0.1
C 0.1972 -3.1162 4.8861 0.0 0.8 -0.8
C -1.1783 -3.1983 4.6516 0.0 0.0 0.0
C -1.8169 -2.2948 3.8005 1.0 0.4 -0.2
C -1.1041 -1.2570 3.2032 0.8 -0.6 1.4
C 2.6620 0.1752 3.7499 1.6 -0.6 1.2
C 2.3586 0.4874 5.1385 0.0 -0.2 -1.3
C 3.3026 0.4063 6.1620 -0.1 -0.2 -1.3
C 4.6025 -0.0146 5.8549 0.0 -0.2 -0.9
C 4.9476 -0.3586 4.5299 -1.3 0.4 0.1
C 3.9792 -0.2752 3.4834 -0.6 0.5 0.7
H 2.7763 2.6231 3.5875 -0.3 0.2 0.0
H 2.0546 4.9079 4.1695 0.2 0.5 0.0
H -0.3146 5.6382 3.7930 0.1 -0.3 0.0
H -1.9396 3.9654 2.8658 -0.8 0.6 -0.1
H -1.2535 1.7005 2.3651 -0.7 -0.5 -0.2
H 2.0259 -2.0301 4.4095 -0.4 -0.1 0.1
H 0.7138 -3.7855 5.5414 0.0 -0.5 0.2
H -1.7572 -3.9931 5.1199 0.1 0.2 0.0
H -2.8509 -2.3375 3.5849 -1.0 -0.4 0.0
H -1.5604 -0.5312 2.5591 -0.4 0.2 -0.1
H 1.3374 0.7896 5.3736 0.3 0.0 0.1
H 3.0117 0.6771 7.1645 0.0 0.0 0.1
H 5.3410 -0.0749 6.6471 0.0 0.0 -0.2
H 5.9532 -0.6881 4.2975 -0.1 0.0 0.0
H 4.2432 -0.5437 2.4663 0.2 0.0 0.1
```
Positions in Å, forces in eV/Å.

Output
Charge: +2
⟨S²⟩: 6.049
Orbital gap (alpha / beta), eV: 7.17 / 2.84
Spin multiplicity: 5
E_LUMO (alpha / beta), eV: -6.13 / -10.46